# 1
{"formula": "C25H28N4O3", "method": "ωB97M-V with the def2-TZVPD basis set", "species": ["H", "H", "C", "N", "H", "H", "C", "H", "H", "C", "H", "O", "H", "C", "C", "H", "H", "C", "H", "C", "H", "C", "H", "C", "C", "C", "C", "H", "C", "C", "C", "H", "H", "H", "H", "N", "N", "H", "C", "C", "N", "H", "C", "H", "C", "C", "H", "C", "H", "H", "C", "O", "H", "H", "O", "C", "H", "C", "C", "H"], "positions_angstrom": [[2.485, 6.986, -1.358], [3.387, -0.427, 0.682], [2.883, 5.705, 0.309], [2.247, 1.272, 0.628], [0.700, 2.154, -0.483], [1.727, -0.655, -1.118], [2.869, 3.625, -1.559], [2.898, 6.508, 1.030], [-1.120, 1.255, 0.886], [3.083, 3.365, -0.203], [-1.341, -1.487, 2.967], [-2.966, -2.657, 1.442], [2.915, 2.895, -3.569], [-1.773, -4.705, 2.044], [0.117, -4.490, 3.521], [-0.425, 1.154, -4.061], [-2.574, -1.229, 0.134], [0.913, 1.839, 0.545], [-2.876, 0.052, -3.547], [3.098, 4.401, 0.720], [-4.468, -4.048, 1.179], [3.349, 1.959, 0.239], [0.933, -4.940, 4.063], [-4.727, -2.356, -0.145], [1.420, -0.890, -0.098], [2.654, 5.971, -1.030], [2.651, 4.938, -1.952], [1.983, 1.888, -2.456], [-1.983, -3.335, 2.114], [2.345, -0.151, 0.863], [-0.761, 0.652, -3.176], [-0.620, -1.247, 0.540], [-2.415, -5.339, 1.454], [2.102, -0.389, 1.904], [1.509, -1.965, 0.055], [-0.637, -0.160, -1.213], [-2.825, -1.064, -0.834], [0.849, 2.722, 1.191], [-1.903, -0.410, -1.635], [-0.723, -5.271, 2.750], [0.054, 0.503, -2.151], [3.287, 4.181, 1.761], [-0.103, -3.123, 3.599], [-5.579, -2.870, -0.589], [-0.126, 0.810, 0.969], [-1.146, -2.547, 2.903], [3.743, 1.867, -2.390], [2.877, 2.506, -2.554], [-5.096, -1.623, 0.575], [0.541, -2.504, 4.205], [-3.989, -1.626, -1.265], [-4.405, -1.560, -2.396], [-3.271, -3.960, -0.142], [0.029, 0.524, 2.010], [4.465, 1.473, 0.257], [-0.043, -0.440, 0.076], [-0.566, -6.338, 2.691], [-2.016, 0.095, -2.915], [-3.844, -3.369, 0.585], [2.482, 5.155, -2.997]], "energy_ha": -1414.22994, "de_lowest_kcal_mol": 12.5, "gap_ev": 9.04, "e_lumo_ev": 0.47, "charge": 0, "smiles": "Cc1ccccc1C(=O)N1CCC(n2nccc2NC(=O)CCOc2ccccc2)CC1", "spin_multiplicity": 1}

=====

# 2
{"formula": "C26H80N8O14", "method": "ωB97M-V with the def2-TZVPD basis set", "species": ["C", "H", "H", "O", "H", "H", "H", "H", "O", "H", "H", "H", "C", "H", "H", "N", "O", "C", "O", "H", "O", "H", "C", "H", "C", "H", "H", "H", "H", "C", "H", "H", "C", "H", "C", "H", "H", "H", "H", "H", "N", "H", "H", "C", "H", "O", "C", "H", "H", "C", "H", "H", "H", "H", "H", "H", "N", "H", "C", "H", "H", "H", "C", "C", "H", "H", "H", "H", "H", "H", "H", "C", "H", "C", "H", "O", "C", "H", "H", "H", "H", "H", "H", "H", "H", "H", "O", "C", "O", "N", "H", "C", "H", "H", "H", "H", "H", "H", "H", "H", "H", "H", "O", "C", "H", "C", "C", "C", "N", "O", "H", "H", "H", "C", "O", "H", "O", "O", "H", "C", "H", "N", "N", "H", "C", "H", "H", "N"], "positions_angstrom": [[2.862, 2.624, -0.217], [-3.405, 0.166, -2.344], [2.985, 2.837, -3.615], [-0.626, -0.449, 3.844], [-0.533, 5.139, -1.457], [4.625, -5.871, -1.526], [-2.000, 1.988, -2.562], [2.844, 0.617, -4.540], [-0.621, -0.459, -0.816], [-1.790, -1.741, -0.323], [-1.328, 4.934, 1.555], [-2.616, 1.100, -6.034], [-0.299, -5.560, -2.380], [0.456, 4.609, -0.122], [-0.792, 2.903, -3.274], [1.065, -1.706, 0.204], [-3.415, 1.545, 1.958], [-2.520, -1.963, 1.457], [0.434, -3.544, 2.651], [-1.594, -2.836, -2.261], [3.099, 1.458, 0.567], [1.219, 0.293, 1.739], [0.583, -4.538, 1.595], [2.794, 3.939, 2.693], [0.226, -4.172, -2.700], [1.688, -6.100, 1.005], [0.941, -2.533, -0.418], [-1.390, -3.235, 5.268], [2.032, 2.396, -0.943], [-5.056, 1.077, -1.252], [-1.076, -3.119, -3.953], [2.858, -0.979, -3.008], [-1.300, 1.129, -4.383], [-1.936, 2.509, 2.998], [0.373, -0.635, 0.137], [3.866, 2.832, 4.023], [1.841, -3.531, -2.348], [-2.479, 5.346, 0.360], [-2.079, -0.086, 5.913], [2.349, 0.874, 0.566], [-0.278, -4.710, 0.688], [2.590, 0.084, -1.606], [2.252, -5.238, 2.406], [2.953, -0.801, 3.046], [-1.192, -0.158, -3.117], [-2.260, -2.436, 0.136], [-0.717, -2.994, -2.936], [-4.052, -0.805, -1.114], [-4.136, 1.949, 2.437], [-1.113, -1.338, 4.717], [3.343, -3.559, -0.800], [3.562, -4.774, 0.508], [0.365, 1.233, 0.534], [2.938, 4.676, 5.245], [-0.322, 1.145, -4.903], [3.643, -2.405, 2.232], [-1.831, -1.041, 5.735], [-0.928, -5.681, -1.511], [4.476, 1.038, -3.456], [-2.078, 2.733, -5.587], [1.451, -0.052, -2.765], [-1.562, 0.957, 2.372], [-2.331, 1.559, 2.811], [-1.116, 1.863, -3.088], [2.001, 0.918, 3.436], [-4.399, 2.129, -3.012], [4.872, 0.074, -3.349], [-0.397, 1.434, -2.470], [-5.752, 2.896, -2.239], [1.149, 2.493, 1.959], [3.771, 2.732, -0.798], [2.468, -0.018, -2.701], [-2.152, 3.334, -0.844], [-1.405, 3.567, -0.098], [1.358, 3.907, 5.396], [-6.111, 0.543, -1.761], [-2.389, 1.779, -5.210], [-1.598, 1.996, 0.504], [-2.782, -0.900, 1.428], [2.677, -5.215, -1.018], [-2.805, 3.906, 1.405], [-2.733, 1.144, 3.678], [0.219, 2.378, 3.477], [-0.298, -2.037, -3.052], [0.543, -6.198, -2.431], [-0.118, -5.274, -0.130], [4.134, -0.141, 3.035], [3.503, -4.612, -0.585], [-0.900, 2.586, 0.363], [-0.783, -2.598, 4.754], [0.337, 3.622, -1.421], [-2.094, 4.469, 0.908], [-1.017, -5.828, -3.214], [-3.375, -2.464, 1.887], [-0.315, -2.978, 3.934], [4.943, 1.539, -4.267], [1.878, -2.546, 2.531], [1.033, -0.575, 3.517], [-3.033, 0.443, -0.628], [2.666, 3.487, 0.440], [-2.291, -1.708, 6.336], [-3.421, 1.994, -4.914], [-1.568, -0.025, -4.029], [2.012, 4.368, 4.656], [-5.214, 1.259, -0.206], [2.201, 3.440, 3.515], [-0.281, 4.254, -0.789], [-4.845, 2.359, -2.048], [2.728, -1.999, 2.603], [2.965, 2.459, 3.854], [1.490, 5.226, 4.308], [0.850, -4.346, -3.617], [-4.237, 3.136, -1.572], [-3.845, 0.230, -1.326], [2.384, 2.126, -3.448], [-0.901, -3.885, 0.595], [4.709, -5.034, -1.104], [1.026, -3.682, -1.885], [-1.619, -1.914, 2.054], [0.837, 3.091, 2.878], [4.750, 1.569, -2.618], [1.490, -5.418, 1.699], [1.916, -0.131, 3.238], [0.347, 4.063, 2.605], [2.997, 1.046, -3.594], [-5.902, 0.390, -2.663], [1.589, -1.709, 1.166], [0.795, 0.353, 0.842]], "energy_ha": -2529.64121, "de_lowest_kcal_mol": 60.2, "gap_ev": 8.06, "e_lumo_ev": -0.15, "charge": 0, "spin_multiplicity": 1}

=====

# 3
{"formula": "C10H6F5N2S5SeV", "method": "ωB97M-V with the def2-TZVPD basis set", "species": ["F", "H", "H", "F", "C", "S", "C", "C", "S", "H", "H", "N", "F", "C", "F", "S", "C", "C", "C", "N", "S", "H", "H", "Se", "C", "S", "V", "C", "F", "C"], "positions_angstrom": [[-5.079, 1.427, -2.136], [3.890, 0.548, 0.541], [1.286, -3.409, -0.015], [-5.041, 4.102, -1.909], [-3.904, 3.403, -1.776], [-0.729, -2.561, 2.471], [-2.755, 1.261, -1.754], [3.508, 0.137, 1.472], [-0.721, -3.297, -0.693], [2.638, 0.716, 1.780], [3.795, -2.129, 3.129], [2.107, -2.972, 0.480], [-0.403, 3.990, -1.154], [-1.597, 1.979, -1.504], [-2.715, 5.411, -1.412], [-0.731, -0.666, 1.517], [-1.558, 3.352, -1.389], [3.265, -2.271, 2.203], [2.394, -1.687, 0.233], [3.127, -1.247, 1.275], [1.963, -0.765, -1.133], [4.277, 0.185, 2.240], [2.436, -4.310, 2.131], [-2.781, -0.635, -1.878], [-2.726, 4.076, -1.524], [-1.693, -3.740, 1.118], [-0.543, -0.902, -0.741], [-3.908, 2.025, -1.888], [-0.415, 1.316, -1.392], [2.612, -3.338, 1.708]], "energy_ha": -6330.00620, "de_lowest_kcal_mol": 0.0, "gap_ev": [6.38, 5.85], "e_lumo_ev": [2.58, 2.58], "charge": -1, "spin_multiplicity": 2}

=====

# 4
{"formula": "C55H51KN10O4PS", "method": "ωB97M-V with the def2-TZVPD basis set", "species": ["H", "C", "C", "C", "H", "H", "H", "N", "O", "H", "H", "H", "C", "C", "N", "H", "C", "P", "H", "H", "C", "H", "C", "H", "C", "C", "C", "H", "H", "H", "H", "H", "C", "C", "C", "N", "H", "H", "C", "C", "H", "C", "N", "C", "H", "C", "C", "C", "C", "H", "H", "C", "H", "C", "N", "H", "H", "C", "H", "C", "C", "H", "H", "H", "H", "C", "H", "H", "H", "C", "C", "C", "C", "C", "C", "C", "O", "C", "H", "C", "H", "C", "C", "N", "C", "N", "C", "H", "C", "H", "H", "C", "H", "C", "H", "H", "H", "C", "H", "C", "H", "C", "C", "C", "H", "C", "H", "O", "H", "H", "N", "C", "S", "C", "N", "H", "C", "H", "C", "C", "K", "O", "N"], "positions_angstrom": [[2.838, 2.858, 3.901], [2.929, -1.176, 1.446], [2.292, -4.736, -3.151], [3.800, -0.321, -5.338], [-3.233, -2.163, 0.298], [-2.625, -7.334, -0.070], [3.990, 3.617, -3.156], [0.614, 2.154, 5.914], [-1.255, -1.805, -0.975], [3.085, 3.242, 1.453], [-1.846, 2.611, 7.168], [0.499, 3.647, 4.464], [-1.958, 4.995, 1.395], [0.523, 0.730, 2.685], [0.071, -3.131, 0.385], [-1.389, 0.803, -2.394], [-6.207, 1.016, -1.677], [-2.509, 0.546, 0.144], [2.521, 4.467, -3.095], [2.104, -5.756, -2.841], [1.515, 1.858, 0.969], [3.534, 1.566, -8.143], [5.271, 0.429, -7.589], [5.534, -1.446, -4.775], [-4.774, -0.614, 3.468], [5.149, 0.423, 1.252], [-3.451, -4.979, -2.349], [-1.306, 4.220, 3.291], [1.596, 5.428, 5.743], [6.017, 1.059, 1.130], [-2.610, -2.998, -2.375], [-0.418, 3.955, 5.923], [1.240, 1.435, 3.640], [2.191, 2.347, 3.195], [2.558, -4.415, -4.472], [-1.985, -0.016, -4.196], [-5.227, -0.165, 4.345], [1.678, 4.414, 7.188], [0.179, 1.807, 7.264], [-4.333, -2.533, 2.102], [1.559, 2.045, -0.105], [0.936, 1.124, 5.072], [2.464, -2.426, -2.545], [-2.520, 2.306, 0.742], [6.842, -0.789, -6.773], [2.740, -2.121, -3.821], [-2.001, 2.662, 1.994], [-4.891, -1.979, 3.248], [2.340, 2.459, -3.127], [3.424, -1.400, 3.524], [-1.682, 0.933, 6.620], [3.977, 0.906, -7.407], [-0.176, -0.044, 2.997], [-3.859, 0.686, -1.146], [0.632, 0.951, 1.379], [-5.416, 1.005, 0.300], [-4.095, -4.813, -3.204], [3.248, 0.539, -6.284], [-1.192, -6.491, 1.259], [-2.619, -3.968, -1.891], [-3.583, 0.567, -2.517], [-1.625, 1.313, 8.348], [5.841, 0.723, -8.463], [-3.127, 3.111, -1.159], [2.243, 0.917, -6.132], [2.340, 2.559, 1.838], [-7.218, 1.218, -1.343], [5.456, 0.035, 3.345], [2.580, -5.188, -5.231], [-1.336, 1.663, 7.354], [-1.764, -4.126, -0.799], [0.530, 3.562, 5.546], [-4.083, 0.190, 2.567], [-5.930, 0.863, -3.032], [3.023, -0.686, -4.121], [4.835, -0.150, 2.475], [-1.005, -5.599, 0.955], [4.308, 0.160, 0.178], [-6.726, 0.934, -3.764], [2.798, -3.094, -4.814], [0.649, 0.867, 7.530], [1.716, -2.020, 1.519], [-2.747, 3.341, -0.171], [2.622, 0.186, -3.275], [-1.779, -5.367, -0.139], [3.107, 1.449, -3.408], [-3.450, -6.198, -1.690], [-4.030, 1.252, 2.756], [1.680, 4.398, 6.097], [-4.389, 0.536, -4.493], [4.496, 0.598, -0.802], [3.712, -0.954, 2.579], [-4.094, -7.005, -2.018], [-3.500, -0.355, 1.424], [1.391, -2.386, 2.495], [-1.722, 6.025, 1.637], [2.055, -3.901, -1.174], [-1.724, 3.983, 2.318], [0.537, 2.576, 7.951], [-3.654, -1.728, 1.200], [-1.785, 1.890, 2.723], [-0.923, -2.909, -0.467], [5.832, -0.418, -6.642], [5.097, -0.791, -5.523], [2.640, 3.996, 5.768], [-2.480, 4.667, 0.153], [-5.424, -2.602, 3.956], [-0.678, -0.013, -4.627], [-4.413, -3.598, 1.909], [-2.672, 5.444, -0.577], [3.231, -0.620, 0.261], [-2.622, -6.382, -0.595], [0.614, 2.549, -3.168], [2.257, -3.703, -2.221], [1.100, -2.266, 0.432], [-0.166, 0.666, -4.119], [-4.631, 0.640, -3.443], [3.017, -2.815, -5.836], [-5.183, 0.912, -0.754], [-2.194, 0.450, -3.030], [0.692, -0.581, -1.366], [0.916, -0.041, 5.450], [3.029, 3.635, -2.850]], "energy_ha": -4314.53290, "de_lowest_kcal_mol": 6.7, "gap_ev": 6.85, "e_lumo_ev": 2.12, "charge": -1, "spin_multiplicity": 1}

=====

# 5
{"formula": "C7H8F3N", "method": "ωB97M-V with the def2-TZVPD basis set", "species": ["C", "C", "H", "N", "C", "H", "H", "F", "H", "F", "C", "H", "F", "H", "H", "H", "C", "C", "C"], "positions_angstrom": [[-0.257, 1.259, -1.573], [-0.567, 0.036, -0.723], [-1.122, -2.395, 2.893], [-1.490, -1.531, 2.394], [-1.034, -1.071, 1.373], [-0.995, 2.079, -1.416], [-1.754, 0.750, 0.874], [1.940, -4.284, 0.348], [0.737, 1.415, -1.211], [-0.004, -4.120, 1.265], [2.314, -1.471, 1.145], [-0.085, -0.867, -1.049], [0.296, -3.505, -0.828], [-0.470, 0.966, -2.590], [3.252, -2.111, 0.897], [2.380, -0.444, 1.387], [-1.218, -0.062, 0.498], [0.829, -3.429, 0.423], [1.134, -2.055, 0.881]], "energy_ha": -625.70708, "de_lowest_kcal_mol": 74.9, "gap_ev": 8.07, "e_lumo_ev": -0.18, "charge": 0, "spin_multiplicity": 1}

=====

# 6
{"formula": "C21H38NaO21", "method": "ωB97M-V with the def2-TZVPD basis set", "species": ["H", "H", "H", "O", "O", "C", "O", "C", "H", "C", "C", "C", "O", "H", "C", "C", "O", "H", "O", "C", "O", "H", "H", "O", "C", "H", "H", "H", "O", "H", "H", "O", "H", "H", "H", "C", "H", "H", "H", "O", "H", "O", "O", "H", "O", "C", "H", "Na", "C", "C", "H", "C", "H", "H", "H", "H", "H", "H", "C", "O", "H", "H", "H", "C", "C", "C", "O", "H", "H", "H", "O", "C", "O", "C", "O", "H", "H", "O", "H", "C", "O"], "positions_angstrom": [[0.480, 3.931, -1.810], [-1.762, -0.763, -3.508], [2.255, -0.335, -5.419], [-0.943, -3.749, -0.416], [-1.792, 0.155, 4.196], [-1.141, -5.113, -0.759], [-4.237, -1.958, -0.812], [-1.320, 5.115, 1.237], [2.731, 3.828, 3.002], [4.091, -2.752, 2.622], [-2.334, 3.238, 0.278], [2.270, 3.339, 2.144], [2.136, -0.415, 1.023], [5.865, -1.554, 2.731], [4.815, -1.465, 3.012], [-1.297, -0.414, 3.149], [4.257, 2.827, -0.665], [0.582, -0.537, -4.960], [1.384, 1.259, -4.548], [0.252, -3.333, -0.742], [-3.587, 2.758, 0.119], [-1.285, -3.038, 2.072], [-1.480, 6.150, 1.542], [0.966, -4.368, -1.091], [3.075, 2.716, 0.038], [-3.342, 1.229, 3.257], [-0.526, -3.472, 3.467], [0.228, -5.912, -2.144], [-1.043, 0.078, 2.111], [4.847, 1.520, -2.165], [-1.926, 2.155, 3.667], [-1.261, 2.619, 0.116], [-3.409, -2.656, 0.874], [0.412, -2.658, 2.117], [-3.825, -1.066, 1.079], [0.244, -5.543, -1.118], [-0.753, 4.540, 1.970], [4.582, 3.204, -2.637], [1.443, 3.911, 1.722], [-3.051, -2.069, -2.635], [-1.088, -2.415, -3.350], [0.512, -2.142, -0.660], [-2.086, -1.013, -0.840], [-0.621, 5.189, 0.404], [-1.011, -1.649, 3.569], [-3.016, -1.700, -1.370], [-4.833, 1.320, -0.544], [0.068, 0.370, -0.283], [-3.781, 1.439, -0.284], [-4.225, -1.976, 0.632], [2.009, -0.600, -3.767], [-0.108, 3.777, -2.715], [3.235, 2.068, -2.345], [-5.210, -2.110, 1.079], [-1.486, -5.646, 0.127], [-3.195, 1.395, -1.202], [-1.107, 3.464, -2.411], [2.001, 2.372, 2.571], [4.217, 2.395, -2.005], [0.054, 0.992, -2.759], [4.600, -1.101, 4.016], [-1.847, -5.299, -1.569], [-2.306, -2.038, -4.533], [-0.493, -2.674, 2.726], [-2.573, 1.352, 4.020], [2.979, -1.068, 1.728], [2.004, 2.380, -0.401], [4.568, -3.541, 2.040], [-3.410, 0.753, 0.477], [3.719, -3.306, 3.484], [3.316, 3.203, 1.170], [-1.993, -1.828, -3.510], [2.891, -2.359, 1.992], [0.582, 1.690, -3.611], [-2.493, 4.493, 0.808], [-0.292, 4.748, -3.176], [-3.008, 1.660, 4.970], [4.089, -0.555, 2.184], [0.598, -6.335, -0.458], [1.536, -0.127, -4.627], [0.605, 3.019, -3.692]], "energy_ha": -2565.18080, "gap_ev": 11.04, "e_lumo_ev": -1.87, "charge": 1, "spin_multiplicity": 1}